9 unconnected molecules or ions with the total composition C29H80N4O13 at a distorted geometry, computed with ωB97M-V/def2-TZVPD.

Computed properties:
LUMO, eV: 0.551
ΔE to the lowest compared entry with this formula, charge and spin, kcal/mol: 27.3
Max |F|, eV/A: 2.34
E_HOMO, eV: -8.615
Orbital gap, eV: 9.166
SMILES: COCCNCCOC.COCCNCCOC.COCCNCCOC.COCCNCCOC.CO.CO.CO.CO.CO
DFT total energy, Eh: -2349.701900

Last columns: bonded neighbours and bond lengths (Å).
CARTESIAN COORDINATES (ANGSTROEM)
1 C 3.55314 -2.97590 0.35514  O2 1.405, H10 1.095, H11 1.095, H12 1.091
2 O 3.41666 -2.16747 1.49582  C1 1.405, C3 1.421
3 C 3.75628 -2.86985 2.68328  O2 1.421, C4 1.509, H13 1.097, H14 1.099
4 C 3.61432 -2.01229 3.91683  C3 1.509, N5 1.458, H15 1.105, H16 1.095
5 N 2.22002 -1.61344 4.07124  C4 1.458, C6 1.450, H17 1.014
6 C 1.90886 -0.93257 5.31252  N5 1.450, C7 1.527, H18 1.093, H19 1.094
7 C 2.67041 0.36569 5.57056  C6 1.527, O8 1.403, H20 1.097, H21 1.095
8 O 1.73454 1.32849 5.97769  C7 1.403, C9 1.409
9 C 2.26946 2.61530 6.18237  O8 1.409, H22 1.091, H23 1.093, H24 1.093
10 H 3.08221 -3.96388 0.37415  C1 1.095
11 H 4.61720 -3.07763 0.11864  C1 1.095
12 H 3.06726 -2.45207 -0.46978  C1 1.091
13 H 4.76563 -3.27819 2.54577  C3 1.097
14 H 3.09108 -3.73892 2.78072  C3 1.099
15 H 4.33591 -1.17794 3.85939  C4 1.105
16 H 4.05897 -2.48949 4.79605  C4 1.095
17 H 1.98546 -1.17963 3.18561  N5 1.014
18 H 1.98538 -1.66199 6.12225  C6 1.093
19 H 0.83905 -0.70765 5.35534  C6 1.094
20 H 3.18113 0.58262 4.62467  C7 1.097
21 H 3.45115 0.23753 6.32763  C7 1.095
22 H 1.43219 3.29184 6.36261  C9 1.091
23 H 2.75676 2.95537 5.26535  C9 1.093
24 H 2.90461 2.69426 7.06828  C9 1.093
25 C 0.43227 2.66245 2.64560  O26 1.424, H34 1.093, H35 1.096, H36 1.092
26 O 0.24153 1.61376 1.70184  C25 1.424, C27 1.427
27 C 1.40608 0.78920 1.69055  O26 1.427, C28 1.512, H37 1.101, H38 1.094
28 C 1.07512 -0.49270 0.96082  C27 1.512, N29 1.467, H39 1.096, H40 1.095
29 N 1.07066 -0.15299 -0.46596  C28 1.467, C30 1.471, H41 1.012
30 C 1.21479 -1.33355 -1.33127  N29 1.471, C31 1.529, H42 1.094, H43 1.094
31 C 0.10016 -2.37352 -1.45257  C30 1.529, O32 1.416, H44 1.101, H45 1.093
32 O -0.98952 -1.92904 -2.24010  C31 1.416, C33 1.422
33 C -1.95178 -1.13720 -1.55578  O32 1.422, H46 1.092, H47 1.095, H48 1.091
34 H 0.36475 2.27328 3.66450  C25 1.093
35 H -0.46582 3.28149 2.53445  C25 1.096
36 H 1.28990 3.28362 2.37859  C25 1.092
37 H 1.85410 0.55463 2.66885  C27 1.101
38 H 2.19584 1.36585 1.20098  C27 1.094
39 H 0.13881 -0.99886 1.22196  C28 1.096
40 H 1.89303 -1.19964 1.13365  C28 1.095
41 H 0.25803 0.39084 -0.72605  N29 1.012
42 H 2.17718 -1.77902 -1.06061  C30 1.094
43 H 1.44441 -0.90952 -2.31343  C30 1.094
44 H -0.33389 -2.71764 -0.50132  C31 1.101
45 H 0.53057 -3.29147 -1.86062  C31 1.093
46 H -1.58499 -0.14281 -1.29271  C33 1.092
47 H -2.34215 -1.62719 -0.65802  C33 1.095
48 H -2.74536 -1.04079 -2.29766  C33 1.091
49 C -3.36854 2.05733 5.25806  O50 1.391, H58 1.103, H59 1.103, H60 1.085
50 O -3.37368 0.69053 4.99775  C49 1.391, C51 1.409
51 C -2.34801 0.28075 4.12282  O50 1.409, C52 1.524, H61 1.098, H62 1.098
52 C -2.58907 -1.17357 3.73773  C51 1.524, N53 1.457, H63 1.098, H64 1.091
53 N -3.56737 -1.26605 2.66133  C52 1.457, C54 1.467, H65 1.014
54 C -3.88054 -2.66429 2.34674  N53 1.467, C55 1.537, H66 1.093, H67 1.095
55 C -2.64497 -3.44343 1.86838  C54 1.537, O56 1.413, H68 1.091, H69 1.095
56 O -2.98082 -4.60711 1.14026  C55 1.413, C57 1.407
57 C -3.37630 -4.36662 -0.18875  O56 1.407, H70 1.083, H71 1.100, H72 1.102
58 H -3.35491 2.60908 4.30344  C49 1.103
59 H -2.44315 2.45684 5.70680  C49 1.103
60 H -4.17452 2.42520 5.88433  C49 1.085
61 H -1.38714 0.42245 4.63487  C51 1.098
62 H -2.27884 0.89546 3.21527  C51 1.098
63 H -2.84181 -1.68075 4.67855  C52 1.098
64 H -1.65881 -1.58981 3.34889  C52 1.091
65 H -4.41993 -0.79210 2.93656  N53 1.014
66 H -4.57376 -2.63726 1.50212  C54 1.093
67 H -4.35511 -3.14886 3.20580  C54 1.095
68 H -2.16392 -3.85131 2.75828  C55 1.091
69 H -1.94582 -2.81801 1.30428  C55 1.095
70 H -3.61847 -5.29089 -0.69778  C57 1.083
71 H -2.66245 -3.73022 -0.73136  C57 1.100
72 H -4.26231 -3.71056 -0.19251  C57 1.102
73 C 0.56106 -3.36579 -7.60349  O74 1.395, H82 1.098, H83 1.098, H84 1.090
74 O 0.16851 -2.03631 -7.45009  C73 1.395, C75 1.418
75 C -0.01373 -1.66576 -6.09376  O74 1.418, C76 1.535, H85 1.094, H86 1.101
76 C -0.64302 -0.26617 -6.07853  C75 1.535, N77 1.458, H87 1.097, H88 1.086
77 N -0.55751 0.23407 -4.71159  C76 1.458, C78 1.474, H89 1.012
78 C -1.17159 1.56130 -4.52728  N77 1.474, C79 1.521, H90 1.094, H91 1.096
79 C -0.67387 2.73229 -5.36047  C78 1.521, O80 1.405, H92 1.097, H93 1.096
80 O -1.12242 2.64806 -6.68948  C79 1.405, C81 1.412
81 C -1.44748 3.85438 -7.34726  O80 1.412, H94 1.093, H95 1.096, H96 1.087
82 H -0.18914 -4.09770 -7.27676  C73 1.098
83 H 1.48426 -3.57956 -7.04890  C73 1.098
84 H 0.76563 -3.60558 -8.64677  C73 1.090
85 H 0.87272 -1.86437 -5.48396  C75 1.094
86 H -0.81202 -2.30233 -5.68157  C75 1.101
87 H -1.66642 -0.45885 -6.42331  C76 1.097
88 H -0.16319 0.47515 -6.71112  C76 1.086
89 H -0.83263 -0.42107 -3.99140  N77 1.012
90 H -0.92784 1.82521 -3.49405  C78 1.094
91 H -2.25912 1.46784 -4.62671  C78 1.096
92 H 0.42218 2.75584 -5.39201  C79 1.097
93 H -1.02909 3.59737 -4.78816  C79 1.096
94 H -0.73994 4.64464 -7.08366  C81 1.093
95 H -2.46424 4.14761 -7.06083  C81 1.096
96 H -1.45261 3.67203 -8.41923  C81 1.087
97 C -2.41045 2.50858 0.07475  O98 1.443, H99 1.089, H100 1.094, H101 1.086
98 O -2.19293 2.64518 -1.34569  C97 1.443, H102 0.960
99 H -1.55913 2.96600 0.57744  C97 1.089
100 H -3.36994 3.00384 0.25289  C97 1.094
101 H -2.49709 1.45704 0.33318  C97 1.086
102 H -2.07025 3.57248 -1.56305  O98 0.960
103 C -0.85609 6.26216 0.87266  O104 1.416, H105 1.094, H106 1.090, H107 1.096
104 O -1.81672 6.25155 -0.16729  C103 1.416, H108 0.959
105 H -0.15462 5.43187 0.75062  C103 1.094
106 H -0.25681 7.17220 0.89852  C103 1.090
107 H -1.34224 6.24475 1.85466  C103 1.096
108 H -2.26960 5.40753 -0.12283  O104 0.959
109 C 2.38450 3.14434 -1.00698  O110 1.424, H111 1.091, H112 1.093, H113 1.093
110 O 1.74338 3.59041 -2.19756  C109 1.424, H114 0.966
111 H 2.13034 3.83942 -0.20584  C109 1.091
112 H 1.90474 2.18595 -0.79501  C109 1.093
113 H 3.46411 3.06138 -1.15299  C109 1.093
114 H 1.76384 2.88965 -2.86144  O110 0.966
115 C 0.04653 -3.83628 1.95819  O116 1.424, H117 1.095, H118 1.099, H119 1.091
116 O 0.00397 -3.50833 3.34345  C115 1.424, H120 0.974
117 H 0.63111 -3.12256 1.36883  C115 1.095
118 H 0.48908 -4.83710 1.85403  C115 1.099
119 H -0.96903 -3.90946 1.56752  C115 1.091
120 H 0.89589 -3.18268 3.56002  O116 0.974
121 C 3.07234 0.40831 -4.29825  O122 1.404, H123 1.094, H124 1.096, H125 1.097
122 O 1.95601 1.16350 -3.90394  C121 1.404, H126 0.997
123 H 3.95731 1.02618 -4.12006  C121 1.094
124 H 3.21938 -0.53250 -3.75656  C121 1.096
125 H 3.15509 0.16934 -5.36621  C121 1.097
126 H 1.13763 0.64674 -4.14240  O122 0.997